46
Properties=species:S:1:pos:R:3:forces:R:3:lowdin_charge:R:1 method="wB97M-V/def2-TZVPD" max_force_ev_per_a=8.368 homo_lumo_gap_ev=7.472 e_homo_ev=-8.52 smiles="O=C1Nc2ccc(S(=O)(=O)NCCCCCOP(=O)(O)O)c3cccc1c23"
O 3.361 4.453 2.987 -1.681 -1.457 -2.455 0.048
O -1.235 -0.144 3.225 1.823 -1.069 -0.806 -0.284
O 1.496 -2.717 -0.827 -0.277 0.963 -0.076 -0.333
O 2.335 -0.938 -2.285 0.022 0.563 -1.087 -0.293
O -3.165 0.525 2.330 -2.869 1.183 -1.343 -0.107
O -0.884 1.372 1.303 -2.204 -1.656 -4.199 -0.033
O -1.748 -1.012 0.644 0.656 4.055 2.139 -0.187
C 2.859 3.485 2.344 4.508 3.981 5.818 -0.350
C 2.626 3.079 -1.411 -1.024 0.598 0.256 -0.008
C 2.942 3.794 -0.225 0.636 0.688 -0.150 0.043
C 1.807 0.093 2.536 1.335 0.791 -0.429 -0.020
C 1.645 -0.800 1.504 -0.286 -0.433 -3.004 -0.029
C 2.184 1.771 -1.294 -0.072 0.804 -2.468 -0.017
C 2.898 3.133 0.981 -1.556 0.850 -2.449 -0.095
C 2.217 1.372 2.248 -0.339 -1.464 0.981 -0.201
C 1.754 -0.285 0.171 -1.448 -1.004 -0.309 -0.157
C 2.398 1.874 0.971 -0.359 -3.271 -0.460 -0.114
C 2.120 1.075 -0.127 -0.268 -0.896 2.298 -0.146
N 2.551 2.367 3.109 -0.370 -0.362 0.903 0.165
N -0.250 -1.163 -1.928 2.486 1.875 0.956 -0.111
C -3.031 -1.584 0.485 -0.491 -0.531 -0.909 -0.274
C -0.626 -2.211 -2.823 1.059 -0.767 -1.243 -0.282
C -3.032 -2.441 -0.730 -1.466 0.116 -1.250 -0.163
C -2.105 -2.054 -3.127 0.217 0.881 0.009 -0.186
C -3.013 -1.531 -2.007 0.041 -1.088 0.678 -0.173
P -1.737 0.159 1.850 2.297 -2.383 2.116 0.428
S 1.401 -1.336 -1.291 -0.714 -2.444 1.659 0.716
H -2.998 0.620 3.299 -0.307 -0.251 -0.755 0.118
H -0.541 1.709 2.070 1.863 1.762 3.149 0.032
H 2.453 3.589 -2.396 0.650 -0.473 1.195 0.130
H 3.191 4.849 -0.177 0.024 -0.029 -0.514 0.126
H 1.878 -0.320 3.493 -0.356 -0.141 1.615 0.109
H 1.462 -1.877 1.767 0.030 1.233 -0.872 0.147
H 1.773 1.287 -2.142 0.052 -0.193 -1.002 0.097
H 3.057 2.143 3.974 -0.620 0.799 -0.517 0.187
H -0.903 -1.223 -1.166 0.333 0.373 0.757 0.031
H -3.116 -2.226 1.298 -0.997 -0.865 1.817 0.111
H -3.818 -0.819 0.403 0.225 -0.329 0.267 0.136
H 0.032 -2.240 -3.765 -1.079 0.275 1.285 0.152
H -0.466 -3.163 -2.327 0.058 -0.491 0.012 0.096
H -4.027 -2.956 -0.713 0.827 0.186 0.007 0.134
H -2.290 -3.237 -0.725 0.307 0.193 0.126 0.124
H -2.368 -3.004 -3.509 -0.961 -1.240 -0.067 0.102
H -2.257 -1.415 -3.964 0.129 0.845 -0.757 0.100
H -2.781 -0.491 -1.683 0.013 -0.605 -0.598 0.120
H -4.048 -1.563 -2.350 0.152 0.428 -0.322 0.111

=====

72
Properties=species:S:1:pos:R:3:forces:R:3:lowdin_charge:R:1 method="wB97M-V/def2-TZVPD" max_force_ev_per_a=0.317 charge=+1 homo_lumo_gap_ev=6.644 e_homo_ev=-10.87
Ti -1.655 0.190 0.316 -0.208 0.004 0.027 0.674
I -4.628 -0.971 -3.578 0.005 -0.050 0.016 1.020
C -3.693 0.794 -3.047 0.029 0.156 -0.013 -0.646
C -3.665 1.880 -3.959 -0.044 -0.042 -0.012 -0.199
C -3.056 3.064 -3.655 0.020 -0.019 0.027 -0.661
I -3.036 4.586 -5.073 -0.001 -0.001 -0.004 0.991
C -2.419 3.234 -2.394 -0.016 -0.020 0.009 -0.194
C -1.777 4.400 -1.931 0.041 -0.001 0.004 0.008
C -1.189 4.431 -0.691 0.004 0.003 -0.027 -0.009
C -1.197 3.281 0.098 -0.023 -0.031 -0.019 -0.072
N -1.799 2.171 -0.302 0.106 -0.103 0.029 0.007
C -2.434 2.140 -1.516 -0.032 0.070 -0.096 -0.156
C -3.088 0.923 -1.828 -0.057 -0.006 -0.058 -0.394
O -3.039 -0.040 -0.879 0.268 0.000 0.169 -0.229
H -4.145 1.751 -4.919 0.003 0.010 0.000 0.087
H -1.752 5.275 -2.569 0.002 0.007 0.009 0.082
H -0.697 5.319 -0.324 0.003 0.009 -0.015 0.125
H -0.712 3.253 1.065 0.009 -0.002 0.001 0.130
C 0.972 -4.856 5.087 -0.007 -0.008 0.007 -0.038
C 0.315 -3.653 4.471 -0.006 0.068 0.008 -0.252
C -0.332 -3.734 3.247 0.057 0.009 0.005 -0.001
C -0.959 -2.631 2.678 0.036 -0.014 -0.117 -0.298
C -1.610 -2.806 1.336 -0.026 0.082 0.016 -0.053
C -0.936 -1.421 3.363 0.016 -0.026 0.019 -0.507
Se -1.873 0.126 2.693 -0.085 0.145 -0.051 0.804
C -0.285 -1.296 4.595 0.004 -0.003 -0.006 -0.301
C -0.237 0.007 5.344 0.016 0.001 0.010 -0.082
C 0.333 -2.422 5.122 -0.005 -0.059 -0.044 0.000
H 1.104 -5.653 4.358 -0.001 0.004 -0.005 0.079
H 0.361 -5.247 5.903 0.005 -0.003 -0.001 0.090
H 1.948 -4.604 5.502 0.000 0.008 0.000 0.083
H -0.335 -4.675 2.708 -0.002 -0.004 0.010 0.126
H -1.082 -3.548 0.740 -0.045 -0.026 0.045 0.089
H -1.566 -1.878 0.735 0.086 -0.293 -0.001 -0.039
H -2.664 -3.082 1.401 -0.009 0.042 0.020 0.113
H 0.226 0.792 4.743 -0.004 0.007 -0.003 0.072
H 0.336 -0.102 6.262 0.000 -0.003 -0.001 0.082
H -1.239 0.351 5.610 -0.007 -0.006 -0.010 0.076
H 0.846 -2.334 6.074 -0.002 -0.001 0.004 0.125
C -0.688 -2.396 -2.179 0.085 -0.031 0.006 -0.207
Ge 0.173 -0.946 -1.186 -0.211 0.085 -0.016 0.951
C 1.741 -1.579 -0.228 -0.001 0.035 -0.026 -0.326
C 2.717 -2.302 -0.915 -0.009 -0.032 0.033 -0.100
C 3.823 -2.802 -0.243 0.007 0.004 0.017 -0.072
C 3.965 -2.585 1.121 0.006 -0.006 -0.023 -0.071
C 3.005 -1.861 1.813 -0.027 0.029 0.027 -0.068
C 1.901 -1.358 1.138 0.068 -0.041 -0.022 -0.131
C 0.436 0.576 -2.396 0.038 -0.043 -0.012 -0.254
C -0.103 0.504 -3.659 0.018 -0.004 0.013 -0.094
C 0.003 1.577 -4.569 -0.004 0.032 -0.009 -0.061
C 0.642 2.725 -4.201 -0.020 0.002 -0.010 -0.026
C 1.201 2.856 -2.907 -0.023 -0.015 0.043 -0.168
C 1.847 4.051 -2.501 -0.002 0.013 0.008 -0.028
C 2.365 4.176 -1.244 0.007 0.015 -0.011 -0.071
C 2.273 3.102 -0.333 0.011 -0.022 0.011 -0.067
C 1.665 1.934 -0.701 -0.006 0.036 -0.033 -0.055
C 1.103 1.775 -1.994 0.002 0.001 0.026 -0.188
H 0.019 -2.822 -2.892 -0.011 0.012 -0.020 0.037
H -1.573 -2.054 -2.713 -0.004 0.034 0.004 -0.011
H -0.990 -3.185 -1.493 0.023 0.003 -0.022 0.015
H 2.622 -2.482 -1.980 -0.012 -0.003 -0.001 0.104
H 4.575 -3.361 -0.784 0.002 0.002 -0.002 0.109
H 4.827 -2.979 1.644 0.001 -0.002 0.001 0.109
H 3.110 -1.688 2.876 0.001 -0.006 -0.003 0.108
H 1.164 -0.789 1.694 -0.046 -0.004 0.040 0.077
H -0.610 -0.395 -3.987 -0.020 -0.012 0.016 0.097
H -0.420 1.481 -5.561 -0.002 0.001 0.002 0.115
H 0.727 3.554 -4.895 0.002 0.000 0.007 0.118
H 1.928 4.865 -3.212 -0.004 -0.002 -0.001 0.120
H 2.863 5.090 -0.947 0.001 0.001 0.001 0.110
H 2.707 3.198 0.654 0.003 -0.003 0.001 0.112
H 1.643 1.103 -0.004 -0.003 0.017 -0.002 0.080

=====

81
Properties=species:S:1:pos:R:3:forces:R:3:lowdin_charge:R:1 method="wB97M-V/def2-TZVPD" max_force_ev_per_a=0.921 homo_lumo_gap_ev=9.491 e_homo_ev=-9.09 smiles="COCCCCOC(=O)OCC(=O)OC(C)=O.CN(C)C=O.CN(C)C=O.CN(C)C=O.CN(C)C=O"
C 4.727 1.563 3.443 0.036 0.325 0.082 -0.119
O 4.565 2.663 2.574 -0.082 -0.060 -0.047 -0.187
C 3.452 2.478 1.707 0.305 0.053 0.414 -0.240
C 3.341 3.705 0.827 -0.330 -0.179 -0.238 -0.148
C 2.211 3.654 -0.235 0.271 -0.094 -0.029 -0.138
C 1.530 2.320 -0.429 -0.292 0.084 -0.147 -0.162
O 2.469 1.413 -1.063 -0.126 -0.111 0.158 0.054
C 2.238 0.111 -0.953 0.607 -0.478 -0.408 -0.581
O 3.113 -0.712 -1.041 -0.442 0.368 0.197 0.144
O 0.923 -0.205 -0.800 -0.140 0.458 0.565 0.036
C 0.663 -1.092 0.290 0.151 -0.586 -0.305 -0.047
C -0.232 -0.503 1.345 -0.131 -0.228 0.822 -0.402
O -0.018 -0.652 2.519 -0.031 0.304 -0.443 0.153
O -1.353 0.134 0.880 0.568 0.134 -0.557 0.076
C -1.672 1.350 1.500 -0.296 0.834 0.255 -0.470
C -2.406 1.290 2.799 -0.319 -0.330 -0.004 0.027
O -1.410 2.375 0.942 0.066 -0.592 -0.017 0.152
H 3.839 1.438 4.076 -0.007 -0.135 -0.057 0.086
H 4.923 0.641 2.887 -0.053 -0.051 0.017 0.087
H 5.576 1.782 4.091 0.005 -0.039 -0.074 0.085
H 3.616 1.563 1.128 -0.094 -0.002 -0.088 0.122
H 2.559 2.343 2.337 -0.106 -0.040 -0.137 0.127
H 3.162 4.565 1.471 0.227 0.022 -0.021 0.086
H 4.292 3.857 0.323 0.049 0.053 0.120 0.117
H 1.430 4.374 0.013 -0.045 -0.024 0.002 0.115
H 2.622 3.953 -1.201 -0.073 0.125 0.038 0.118
H 0.651 2.409 -1.067 0.027 0.047 0.000 0.131
H 1.192 1.902 0.519 0.082 -0.065 -0.014 0.105
H 1.591 -1.362 0.792 -0.003 0.000 -0.058 0.145
H 0.224 -2.024 -0.080 -0.048 0.175 -0.005 0.109
H -3.336 1.843 2.663 0.039 0.073 0.050 0.099
H -2.655 0.277 3.104 0.163 -0.010 -0.017 0.092
H -1.812 1.782 3.567 0.017 -0.010 -0.025 0.100
C 4.033 7.751 -0.167 0.099 0.025 -0.133 -0.345
O 4.177 6.559 -0.348 -0.087 -0.017 0.047 0.022
N 3.512 8.303 0.946 -0.038 0.110 0.062 -0.196
C 3.374 9.736 1.102 -0.032 -0.144 0.074 -0.061
C 3.075 7.427 2.019 0.056 -0.046 -0.101 -0.040
H 4.330 8.502 -0.920 -0.006 0.009 0.008 0.132
H 3.946 10.084 1.965 -0.004 0.050 -0.012 0.089
H 2.326 10.008 1.244 0.008 0.052 -0.006 0.089
H 3.747 10.239 0.212 0.009 -0.004 -0.019 0.081
H 3.908 6.821 2.379 -0.020 -0.019 0.018 0.095
H 2.295 6.753 1.663 -0.016 -0.009 0.036 0.085
H 2.686 8.028 2.837 -0.001 0.024 0.001 0.086
C -4.704 0.017 0.152 0.115 0.121 0.036 -0.364
O -5.584 0.324 0.935 -0.021 -0.038 0.039 0.010
N -4.552 -1.197 -0.404 0.068 -0.092 -0.127 -0.184
C -3.464 -1.485 -1.318 -0.084 -0.072 0.071 -0.050
C -5.497 -2.252 -0.080 -0.040 0.070 0.046 -0.029
H -3.926 0.732 -0.170 -0.029 0.006 -0.039 0.129
H -3.856 -1.792 -2.291 0.036 -0.003 -0.020 0.085
H -2.837 -2.288 -0.924 0.048 -0.002 -0.037 0.088
H -2.848 -0.598 -1.450 0.011 0.011 0.013 0.082
H -6.507 -1.956 -0.364 -0.015 -0.004 0.024 0.094
H -5.493 -2.450 0.991 -0.024 -0.012 0.007 0.096
H -5.225 -3.162 -0.610 0.026 -0.011 0.011 0.060
C 0.161 -5.234 -0.588 0.039 0.027 -0.007 -0.334
O 0.050 -4.024 -0.492 -0.177 -0.064 -0.060 -0.002
N 1.265 -5.913 -0.249 0.062 -0.117 0.007 -0.190
C 1.359 -7.354 -0.380 0.077 0.118 0.045 -0.054
C 2.403 -5.167 0.267 -0.089 0.057 -0.043 -0.027
H -0.650 -5.874 -0.972 -0.003 -0.017 0.019 0.123
H 1.547 -7.813 0.591 -0.012 -0.045 -0.016 0.091
H 2.171 -7.622 -1.059 -0.009 -0.044 -0.003 0.091
H 0.426 -7.748 -0.778 -0.022 0.007 -0.001 0.083
H 2.122 -4.630 1.173 0.029 0.003 0.010 0.094
H 2.742 -4.436 -0.468 0.021 0.015 0.021 0.097
H 3.211 -5.858 0.492 -0.004 -0.029 -0.004 0.087
C -4.024 -5.468 -2.251 0.025 0.007 0.050 -0.356
O -4.843 -5.537 -1.355 -0.002 0.024 0.013 0.008
N -4.321 -5.187 -3.533 0.057 0.025 -0.103 -0.196
C -3.305 -5.111 -4.563 -0.153 0.013 0.022 -0.056
C -5.713 -4.953 -3.885 0.039 -0.023 0.103 -0.036
H -2.945 -5.628 -2.081 0.004 0.002 -0.021 0.121
H -3.291 -4.117 -5.014 0.048 -0.008 -0.020 0.090
H -3.498 -5.848 -5.346 0.042 0.005 -0.022 0.089
H -2.328 -5.310 -4.129 0.013 0.007 0.021 0.081
H -6.111 -4.110 -3.319 -0.031 0.001 -0.015 0.088
H -6.316 -5.830 -3.648 -0.029 0.012 -0.009 0.094
H -5.782 -4.741 -4.948 0.023 0.002 -0.016 0.086